# C17H34O2P2Pd

C17H34O2P2Pd as an isolated structure at a distorted geometry (the ωB97M-V functional and the def2-TZVPD basis, the OMol25 dataset).

```
! wB97M-V def2-TZVPD RIJCOSX def2/J DEFGRID3
* xyz 0 3
H -3.948 -4.340 3.325
H 0.942 -2.817 -0.203
H -2.624 0.936 -0.497
H 2.888 2.118 -0.283
C 0.758 -1.723 -0.259
H 1.683 4.235 0.789
C -0.220 2.967 -2.195
C 2.183 2.022 -1.136
H -1.295 3.118 -2.123
H 1.801 0.268 2.153
H -4.874 -0.286 1.232
H 2.480 2.834 -1.829
H 0.534 2.145 2.155
H 3.369 -1.936 0.751
C -0.060 1.283 1.834
C 3.602 -1.088 0.095
H 3.736 -0.173 0.702
H -0.440 -1.947 -2.085
H 2.180 -3.082 -2.068
C -0.857 1.865 0.594
O -3.197 -2.784 0.739
Pd -2.585 -0.718 1.448
H 0.004 2.197 -2.950
C -0.774 -0.008 -1.201
H 1.460 0.755 0.525
C 0.880 4.250 0.045
H -2.531 -5.162 2.643
P 0.391 2.619 -0.548
H -1.664 2.481 1.066
C -0.583 -1.500 -1.099
H 1.852 0.679 -2.867
C 0.742 -1.108 1.104
H 4.554 -1.293 -0.410
H -1.155 0.242 -2.210
H -0.580 0.899 2.737
C 2.432 0.701 -1.921
H -1.477 -1.940 -0.670
O -2.115 -2.504 2.730
H -4.298 0.024 3.005
H -4.009 -4.972 1.656
H 0.182 -1.665 1.848
H -0.012 4.718 0.467
H -4.016 1.335 1.678
C -3.371 -4.505 2.411
C -4.185 0.261 1.921
C -2.840 -3.188 1.908
H 3.604 -2.185 -2.647
H 1.996 -1.818 -3.328
C 2.537 -2.109 -2.422
H 0.252 0.392 -1.170
P 2.245 -0.962 -1.078
H 1.227 4.854 -0.804
C -1.583 0.723 -0.168
H 3.485 0.733 -2.258
H 0.257 3.902 -2.517
C 1.035 0.258 1.386
*
```

The expectation value of S² is 2.069. Its relative energy (zero: lowest compared OMol25 entry of this formula, charge and spin) is 4.421 eV. Its LUMO energy (spin up / spin down) is -0.2 / -0.2 eV. The total energy is -44323.3403 eV. For the HOMO energy (spin up / spin down), the calculation gives -0.132 / -0.164 hartree.